10 unconnected molecules or ions with the total composition C4H26NO12. Source: OMol25; level of theory: ωB97M-V with the def2-TZVPD basis set.

Last columns: bonded neighbours and bond lengths (Å).
CARTESIAN COORDINATES (ANGSTROEM)
1 O -2.272 -1.990 1.533  C2 1.248
2 C -1.754 -1.630 0.456  O1 1.248, O3 1.252, C4 1.680
3 O -2.231 -1.535 -0.698  C2 1.252
4 C -0.182 -1.044 0.548  C2 1.680, C5 1.524, N8 1.413, H9 1.138
5 C -0.206 0.267 -0.227  C4 1.524, C6 1.505, O7 1.450, H10 1.097
6 C -0.864 1.464 0.405  C5 1.505, H11 1.104, H12 1.098, H13 1.082
7 O 1.172 0.637 -0.485  C5 1.450, H14 1.016
8 N 0.321 -1.262 1.850  C4 1.413, H15 1.007, H16 1.018
9 H 0.283 -1.670 -0.282  C4 1.138
10 H -0.628 0.020 -1.210  C5 1.097
11 H -1.712 1.376 1.106  C6 1.104
12 H -1.154 2.219 -0.338  C6 1.098
13 H -0.041 1.994 0.867  C6 1.082
14 H 1.828 0.257 0.192  O7 1.016
15 H 0.998 -0.574 2.136  N8 1.007
16 H -0.328 -1.301 2.633  N8 1.018
17 H 0.449 -0.495 -3.001  O19 0.968
18 H 1.449 0.237 -2.161  O19 0.986
19 O 1.246 0.045 -3.106  H17 0.968, H18 0.986
20 H 3.221 -1.013 1.234  O22 0.970
21 H 3.842 0.264 0.816  O22 0.969
22 O 2.985 -0.080 1.111  H20 0.970, H21 0.969
23 H 0.215 2.264 -3.965  O25 0.964
24 H -1.096 1.888 -3.239  O25 0.961
25 O -0.618 2.621 -3.636  H23 0.964, H24 0.961
26 H 1.136 -3.612 1.036  O28 0.961
27 H 0.542 -3.534 2.464  O28 0.960
28 O 1.102 -4.058 1.886  H26 0.961, H27 0.960
29 H -4.385 0.584 -1.022  O31 0.958
30 H -3.779 -0.678 -0.246  O31 0.978
31 O -4.345 0.118 -0.186  H29 0.958, H30 0.978
32 H 2.719 2.996 0.756  O34 0.980
33 H 2.429 2.148 1.959  O34 0.964
34 O 3.034 2.839 1.670  H32 0.980, H33 0.964
35 H 1.784 3.775 -1.579  O37 0.959
36 H 1.923 2.296 -0.957  O37 0.980
37 O 2.157 3.244 -0.874  H35 0.959, H36 0.980
38 H -1.002 -2.826 -1.700  O40 0.965
39 H -1.437 -2.222 -3.021  O40 0.961
40 O -0.653 -2.495 -2.536  H38 0.965, H39 0.961
41 H -2.021 0.245 3.189  O43 0.969
42 H -2.152 -1.200 2.922  O43 1.012
43 O -1.975 -0.578 3.700  H41 0.969, H42 1.012

Properties
HOMO-LUMO gap, eV: 8.3
Net charge: -1

Mulliken atomic charge list, values in e, 2 entries:
1 O -0.86
2 C 0.70



A gas-phase ion, C12H14N (charge +1). Source: OMol25; level of theory: ωB97M-V with the def2-TZVPD basis set.

Last columns: bonded neighbours and bond lengths (Å).
CARTESIAN COORDINATES (ANGSTROEM)
1 C -1.004 3.343 0.729  C2 1.295, C3 1.333
2 C 0.182 2.828 0.659  C1 1.295, C5 1.351
3 C -2.213 2.830 0.498  C1 1.333, C4 1.407, H14 1.089
4 C -2.203 1.451 0.212  C3 1.407, C6 1.332, H15 1.088
5 C 0.455 1.525 0.427  C2 1.351, C6 1.766, N13 1.359
6 C -1.083 0.756 0.023  C4 1.332, C5 1.766, C8 1.536
7 C 0.906 -0.525 -0.322  C8 1.481, C9 1.488, N13 1.292
8 C -0.563 -0.673 -0.191  C6 1.536, C7 1.481, C10 1.545, C11 1.601
9 C 1.604 -1.696 -0.915  C7 1.488, H16 1.110, H17 1.020, H18 1.159
10 C -1.148 -1.483 -1.369  C8 1.545, H19 1.159, H20 1.104, H21 1.143
11 C -0.918 -1.388 1.196  C8 1.601, H22 1.042, H23 1.055, H24 1.124
12 C 2.771 0.892 0.381  N13 1.444, H25 1.104, H26 1.061, H27 1.126
13 N 1.378 0.550 0.218  C5 1.359, C7 1.292, C12 1.444
14 H -3.221 3.232 0.581  C3 1.089
15 H -3.148 0.962 -0.010  C4 1.088
16 H 2.441 -1.336 -1.550  C9 1.110
17 H 0.940 -2.202 -1.501  C9 1.020
18 H 2.186 -2.393 -0.194  C9 1.159
19 H -1.021 -0.968 -2.399  C10 1.159
20 H -2.202 -1.643 -1.084  C10 1.104
21 H -0.717 -2.536 -1.482  C10 1.143
22 H -0.110 -1.943 1.547  C11 1.042
23 H -1.852 -1.875 1.241  C11 1.055
24 H -1.012 -0.541 1.929  C11 1.124
25 H 2.936 1.207 1.426  C12 1.104
26 H 3.230 1.649 -0.206  C12 1.061
27 H 3.386 -0.023 0.156  C12 1.126

Properties
SMILES: CC1=[N+](C)c2c#cccc2C1(C)C
HOMO-LUMO gap, eV: 8.0
Net charge: +1

Mulliken atomic charge list, values in e, 2 entries:
1 C -0.06
2 C -0.09



HOMO level (computed, Eh): -0.222, -0.465
Electronic energy (computed, eV): -30632.8779, -14148.6328
Energy relative to the best compared isomer or geometry (same formula, charge and spin) (computed, kJ/mol): 118.94, 570.51